Record 1
A cluster of 2 separate species, C2H7S2 in total, computed with ωB97M-V with the def2-TZVPD basis set.

Cartesian coordinates (Å):
S  2.08206  -0.68463  3.76759
H  1.71611  -1.32866  2.65261
C  0.91039  0.01969  -0.33114
S  -0.42772  1.21327  -0.13470
C  -1.75309  0.42616  -1.04922
H  0.93991  -0.68242  0.50314
H  1.80596  0.61968  -0.25982
H  0.84163  -0.45081  -1.30896
H  -1.38420  0.04254  -2.00866
H  -2.26882  -0.38535  -0.53228
H  -2.46223  1.21053  -1.29855

Computed properties:
Strongest force on any atom = 0.0116 Eh/bohr
Lowest unoccupied orbital energy = 3.157 eV
ΔE to the lowest compared entry with this formula, charge and spin = 57.4 kJ/mol
Orbital gap = 5.6 eV
Charge = -1



Record 2
A structure of composition C13H21AuCl3GeIN4O3, computed with ωB97M-V with the def2-TZVPD basis set.

Cartesian coordinates (Å):
Au  0.35137  0.29903  0.38924
C  1.45674  -0.23192  4.78890
C  0.58108  -0.32691  3.58262
O  0.92359  0.28159  2.53559
N  -0.52692  -1.05779  3.64202
C  -1.45800  -1.22520  2.53312
C  -0.96393  -2.19788  1.48919
C  -1.26144  -3.54467  1.55533
C  -0.74555  -4.41624  0.60620
C  0.06047  -3.91388  -0.40140
C  0.32143  -2.55908  -0.43435
N  -0.19101  -1.73229  0.48861
H  2.24256  0.49462  4.60902
H  1.90611  -1.20812  4.98204
H  0.87410  0.05820  5.66320
H  -0.71333  -1.54579  4.50665
H  -1.66300  -0.24879  2.08844
H  -2.39571  -1.59022  2.94809
H  -1.89805  -3.91101  2.34966
H  -0.96950  -5.47331  0.65624
H  0.48795  -4.55723  -1.15692
H  0.93894  -2.10495  -1.19616
Cl  3.69644  1.34534  -1.32738
Ge  3.00599  0.79921  0.58864
Cl  3.40177  2.35649  1.95040
Cl  3.78066  -1.06827  1.18247
N  -3.51392  2.59764  -0.66198
C  -2.43587  2.78310  0.09282
O  -1.64042  1.90238  0.39325
C  -2.09393  4.19743  0.59190
I  -3.68097  5.38977  1.33221
H  -3.72883  1.66731  -0.99206
H  -4.17370  3.32946  -0.87342
H  -1.69223  4.80475  -0.22899
H  -1.35980  4.14005  1.39116
C  1.79249  -0.65465  -4.19066
N  1.03260  0.58389  -3.99728
C  0.81471  1.50987  -5.12354
C  0.53066  0.84768  -2.82653
O  0.68083  0.07457  -1.83983
H  2.14678  -0.69097  -5.21527
H  1.15799  -1.51570  -3.98721
H  2.63674  -0.68130  -3.50381
H  1.60913  1.36243  -5.84872
H  0.84491  2.53644  -4.76851
H  -0.14129  1.31068  -5.60353
H  -0.02866  1.78423  -2.75945

Computed properties:
Strongest force on any atom = 0.0141 Eh/bohr
Lowest unoccupied orbital energy (alpha / beta) = -9.583 / -13.926 eV
ΔE to the lowest compared entry with this formula, charge and spin = 107.8 kJ/mol
Orbital gap (alpha / beta) = 6.5 / 3.8 eV
2S+1 = 4
Charge = +3



Record 3
A cluster of 2 separate species, C2H9N3O2 in total at a distorted geometry, computed with ωB97M-V with the def2-TZVPD basis set.

Cartesian coordinates (Å):
C  -1.73247  0.15110  -0.14867
C  -0.58451  0.44394  0.70972
N  1.89454  -0.62031  0.86333
N  1.16461  -0.46211  -1.27315
N  0.85016  -0.85365  0.05172
O  -1.91276  -1.25658  -0.39580
O  0.01122  1.73300  0.59973
H  -2.71834  0.39086  0.27530
H  -1.70400  0.72120  -1.07383
H  -0.67701  0.10691  1.78996
H  2.30012  -1.50759  1.06584
H  2.56437  0.20579  0.45360
H  1.91350  0.34251  -1.20459
H  0.33203  -0.12585  -1.77807
H  -1.01976  -1.59395  -0.15815
H  -0.68171  2.32472  0.22307

Computed properties:
Strongest force on any atom = 0.0847 Eh/bohr
Lowest unoccupied orbital energy = 0.676 eV
ΔE to the lowest compared entry with this formula, charge and spin = 521.1 kJ/mol
Orbital gap = 8.4 eV
Charge = 0



Record 4
A cluster of 8 separate species, C21H33N7O10S in total at a distorted geometry, computed with ωB97M-V with the def2-TZVPD basis set.

Cartesian coordinates (Å):
C  1.81903  5.79790  -0.29423
N  2.71394  4.63659  -0.16119
O  2.48142  3.65644  -0.83583
O  3.67846  4.74861  0.57256
H  0.97458  5.67789  0.37774
H  1.56378  5.92229  -1.33865
H  2.37453  6.66563  0.05393
C  -1.33041  -1.40447  3.49307
N  -1.86744  -1.38633  4.86659
O  -2.11849  -2.46091  5.38368
O  -2.04246  -0.30027  5.38740
H  -0.80378  -2.33532  3.30415
H  -0.60755  -0.61669  3.29306
H  -2.16578  -1.29754  2.80097
C  2.65177  -4.34804  -0.42632
N  2.16088  -5.60952  0.20893
O  1.92767  -6.55436  -0.52001
O  2.02050  -5.59855  1.40991
H  3.60081  -4.05279  -0.00032
H  1.87599  -3.60545  -0.25799
H  2.66482  -4.56503  -1.48957
C  -3.37480  2.99434  -2.76404
C  -4.84971  3.29491  -2.54306
O  -5.02093  3.00432  -1.14152
S  -4.16069  1.73438  -0.72289
O  -4.95893  0.57590  -0.89767
O  -3.42710  1.96199  0.46431
O  -3.16501  1.81779  -1.98446
H  -2.71589  3.80250  -2.43846
H  -3.12292  2.75100  -3.79347
H  -5.44323  2.60313  -3.14443
H  -5.17721  4.32161  -2.65342
N  -4.58557  -2.77500  1.69587
C  -4.25131  -1.75346  0.83411
C  -3.24157  -2.21263  0.02924
C  -2.86426  -3.50348  0.51240
C  -3.71452  -3.81157  1.54026
H  -5.30015  -2.67500  2.39351
H  -4.88436  -0.88787  0.82332
H  -2.75014  -1.61988  -0.72632
H  -2.00445  -4.08528  0.22510
H  -3.75241  -4.69080  2.16103
N  0.15635  -1.20951  -3.64254
C  -0.40465  -1.08469  -4.88742
C  0.28547  -0.10719  -5.54809
C  1.27721  0.39293  -4.65668
C  1.18610  -0.32543  -3.49706
H  -0.23273  -1.76323  -2.90087
H  -1.28155  -1.66377  -5.12137
H  0.09262  0.27991  -6.53478
H  2.00711  1.15533  -4.87021
H  1.68508  -0.22442  -2.54794
N  5.72007  2.07998  2.31007
C  6.25268  1.20041  3.21161
C  5.31475  0.22082  3.43719
C  4.15794  0.56040  2.66694
C  4.39123  1.79439  2.10315
H  6.17976  2.91759  2.00237
H  7.22687  1.31003  3.65590
H  5.46553  -0.65652  4.04301
H  3.23255  0.01077  2.72530
H  3.79894  2.40184  1.44357
N  -0.66469  -0.11744  0.30517
C  0.12109  -1.20681  0.07803
C  1.43474  -0.78665  0.14856
C  1.41223  0.60069  0.42383
C  0.10074  1.00005  0.49704
H  -1.67073  -0.12981  0.31476
H  -0.31897  -2.16764  -0.13185
H  2.28524  -1.44308  0.07932
H  2.31434  1.18192  0.49352
H  -0.33240  1.96212  0.70221

Computed properties:
Structure (SMILES) = C[N+](=O)[O-].C[N+](=O)[O-].C[N+](=O)[O-].O=S1(=O)OCCO1.c1cc[nH]c1.c1cc[nH]c1.c1cc[nH]c1.c1cc[nH]c1
Strongest force on any atom = 0.0358 Eh/bohr
Lowest unoccupied orbital energy = -0.113 eV
Orbital gap = 7.9 eV
Charge = 0



Record 5
An isolated molecule of C2HNO4 at a distorted geometry, computed with ωB97M-V with the def2-TZVPD basis set.

Cartesian coordinates (Å):
C  -1.61662  -0.44737  -0.15082
C  1.00196  0.84544  0.14479
N  1.90300  -0.05914  -0.11697
O  -2.01829  -1.56998  0.03932
O  0.79595  2.00759  -0.04145
O  2.49410  -0.91249  0.46496
O  -0.23681  -0.16409  0.19257
H  -2.32328  0.30004  -0.53240

Computed properties:
Structure (SMILES) = O=COC(=O)N=O
Strongest force on any atom = 0.1511 Eh/bohr
Lowest unoccupied orbital energy (alpha / beta) = -2.482 / -2.497 eV
ΔE to the lowest compared entry with this formula, charge and spin = 426.6 kJ/mol
Orbital gap (alpha / beta) = 8.2 / 8.2 eV
Charge = 0



- Among the records above, which one has the lowest charge?
  C2H7S2